[1]
108
Properties=species:S:1:pos:R:3:forces:R:3 method="wB97M-V/def2-TZVPD" spin_multiplicity=3 s_squared=2.042 homo_lumo_gap_ha="0.2134 / 0.2288" e_above_lowest_kj_mol=52.4 charge=+3
Mo -0.646 0.920 -0.276 0.433 -0.365 0.586
C -0.652 4.704 0.105 -0.048 -0.013 0.044
As -0.042 3.323 -1.123 0.048 0.262 -0.251
C 1.798 3.729 -1.553 0.015 0.020 0.024
C -0.974 3.699 -2.769 0.023 0.084 0.015
C -0.570 4.747 -3.592 -0.003 -0.029 0.011
C -1.303 5.041 -4.733 -0.012 -0.028 0.001
C -2.435 4.300 -5.053 0.018 0.003 0.024
C -2.843 3.260 -4.232 0.044 -0.013 0.017
C -2.107 2.960 -3.089 -0.035 -0.017 -0.031
As -2.646 1.577 -1.875 -0.156 0.115 -0.153
C -4.270 2.269 -1.079 -0.011 0.004 -0.003
C -3.280 0.124 -2.981 -0.029 -0.032 -0.025
H 0.182 5.374 0.311 -0.055 -0.006 -0.024
H -0.998 4.281 1.047 0.034 0.013 -0.065
H -1.460 5.243 -0.391 0.059 -0.021 0.074
H 1.917 4.813 -1.542 0.016 -0.064 -0.042
H 2.014 3.336 -2.547 0.022 0.013 0.056
H 2.469 3.283 -0.823 -0.061 0.042 0.003
H 0.307 5.340 -3.361 -0.018 -0.018 0.010
H -0.990 5.850 -5.378 0.006 0.025 -0.014
H -3.000 4.535 -5.943 -0.011 0.005 -0.023
H -3.726 2.689 -4.494 -0.001 0.002 0.010
H -4.931 2.539 -1.905 0.003 0.003 0.095
H -4.053 3.157 -0.488 -0.005 -0.020 -0.012
H -4.753 1.516 -0.457 0.032 0.001 -0.036
H -4.245 0.411 -3.402 0.080 -0.050 -0.008
H -3.405 -0.779 -2.384 -0.030 0.048 -0.011
H -2.567 -0.063 -3.784 -0.030 0.007 0.047
C -6.523 -1.289 3.157 -0.008 -0.024 0.008
C -5.435 -2.227 2.628 0.012 0.037 -0.015
C -6.051 -3.198 1.613 -0.039 0.009 0.014
C -4.828 -3.020 3.802 0.013 -0.011 -0.005
C -4.299 -1.448 1.996 0.043 -0.036 -0.002
C -4.063 -0.102 2.289 0.003 0.037 0.023
C -3.032 0.574 1.679 0.091 0.078 0.118
N -2.203 -0.022 0.807 -0.096 -0.081 -0.307
C -2.372 -1.342 0.547 -0.037 -0.057 -0.048
C -3.400 -2.061 1.111 0.122 0.027 0.116
C -1.399 -1.902 -0.418 -0.074 -0.030 0.028
C -1.101 -3.238 -0.534 -0.052 0.037 -0.122
C -0.154 -3.682 -1.471 -0.035 0.030 -0.015
C 0.410 -2.706 -2.298 -0.046 0.037 -0.019
C 0.098 -1.377 -2.115 0.025 0.000 -0.119
N -0.774 -0.969 -1.182 0.117 -0.032 0.191
C 0.265 -5.137 -1.520 0.010 0.023 0.020
C -0.957 -6.059 -1.415 -0.002 0.013 -0.005
C 1.036 -5.467 -2.798 0.002 -0.016 0.011
C 1.184 -5.352 -0.299 -0.043 -0.026 -0.049
H -7.368 -1.885 3.497 -0.016 -0.011 0.023
H -6.890 -0.610 2.386 -0.016 0.005 -0.034
H -6.186 -0.704 4.012 0.014 0.023 0.031
H -6.908 -3.689 2.071 -0.004 -0.015 0.007
H -5.363 -3.986 1.312 0.028 -0.028 -0.013
H -6.406 -2.680 0.721 -0.012 0.022 -0.017
H -5.626 -3.541 4.329 -0.022 -0.024 0.000
H -4.328 -2.363 4.514 0.000 0.023 0.030
H -4.112 -3.767 3.455 0.029 -0.011 -0.011
H -4.686 0.432 2.990 -0.023 0.019 -0.028
H -2.840 1.621 1.892 -0.045 -0.058 -0.044
H -3.504 -3.107 0.865 -0.062 -0.009 -0.033
H -1.600 -3.945 0.112 0.039 -0.024 0.033
H 1.107 -2.970 -3.078 0.047 -0.001 0.004
H 0.554 -0.602 -2.724 0.014 -0.051 0.065
H -1.670 -5.873 -2.217 -0.029 0.010 -0.035
H -1.471 -5.971 -0.458 -0.015 0.003 0.033
H -0.627 -7.093 -1.499 0.012 -0.020 -0.001
H 0.442 -5.279 -3.693 -0.027 0.009 -0.032
H 1.292 -6.526 -2.792 0.005 -0.014 -0.004
H 1.974 -4.916 -2.871 0.027 0.008 0.007
H 0.680 -5.099 0.635 -0.018 -0.008 0.040
H 2.092 -4.755 -0.381 0.031 0.027 0.013
H 1.469 -6.402 -0.254 0.028 -0.027 0.004
F 1.650 3.832 1.714 0.121 -0.003 0.005
C 2.841 3.888 2.359 -0.120 0.066 0.029
C 3.736 2.841 2.252 0.038 0.071 0.061
C 4.943 2.974 2.926 0.025 0.131 0.045
F 5.853 2.002 2.804 0.001 -0.056 -0.021
C 5.252 4.085 3.691 -0.119 -0.003 -0.049
F 6.409 4.178 4.312 0.022 -0.002 0.012
C 4.320 5.114 3.785 -0.008 -0.098 -0.060
F 4.585 6.180 4.502 -0.005 0.003 -0.006
C 3.107 5.016 3.111 0.023 -0.058 -0.012
F 2.215 5.995 3.186 0.016 -0.019 -0.006
Ge 3.527 1.214 1.250 0.201 -0.065 -0.069
S 1.209 0.916 0.898 -0.431 0.235 -0.141
C 3.916 -0.375 2.249 -0.127 -0.059 0.063
C 3.192 -0.647 3.401 0.034 -0.055 0.121
F 2.210 0.195 3.765 -0.007 0.007 -0.031
C 3.443 -1.751 4.192 0.081 0.034 -0.118
F 2.727 -1.989 5.277 -0.025 0.004 0.034
C 4.469 -2.616 3.825 -0.019 0.054 -0.024
F 4.729 -3.671 4.562 -0.009 0.014 -0.015
C 5.218 -2.371 2.678 -0.037 0.065 -0.013
F 6.189 -3.196 2.335 -0.005 0.002 -0.007
C 4.930 -1.258 1.905 0.048 -0.124 0.034
F 5.664 -1.041 0.812 -0.015 0.004 0.017
C 4.232 1.215 -0.543 0.100 -0.044 -0.015
C 5.122 2.180 -0.995 0.020 0.032 -0.120
F 5.412 3.232 -0.227 -0.016 -0.001 0.012
C 5.729 2.098 -2.240 -0.104 -0.102 0.026
F 6.562 3.034 -2.645 0.043 0.054 -0.011
C 5.439 1.018 -3.066 -0.022 0.014 0.052
F 5.996 0.927 -4.252 -0.010 0.008 0.024
C 4.553 0.033 -2.639 -0.033 -0.006 0.013
F 4.269 -1.001 -3.424 0.017 0.087 0.069
C 3.978 0.147 -1.390 -0.013 -0.155 -0.068
F 3.157 -0.844 -0.983 0.020 0.131 -0.009

***

[2]
18
Properties=species:S:1:pos:R:3:forces:R:3 method="wB97M-V/def2-TZVPD" spin_multiplicity=8 s_squared=15.756 homo_lumo_gap_ha="0.1441 / 0.1419" e_above_lowest_kj_mol=0.9 charge=-1
O -0.748 -2.154 3.389 -0.331 -0.571 0.560
C -0.838 -1.012 2.863 0.055 -0.083 1.297
O -1.278 -0.026 3.516 -0.475 0.411 0.580
O -0.390 -0.875 1.621 0.114 -0.310 -0.118
O 0.045 -0.209 -1.215 -0.788 0.615 -0.119
C 0.741 -0.186 -2.371 2.225 -2.052 1.085
O 1.943 0.041 -2.407 -0.783 1.147 -0.337
O 0.212 -1.146 -3.162 -1.073 0.350 -0.534
C 0.634 0.447 -0.098 0.206 0.245 -0.505
C -0.323 0.441 1.064 -0.238 0.390 -0.108
Sm -1.857 -1.533 5.936 0.787 0.352 -2.316
H 0.734 -1.206 -3.972 0.038 0.426 0.259
H 0.856 1.491 -0.364 -0.043 -0.222 -0.014
H 1.572 -0.056 0.173 -0.142 0.098 -0.056
H -1.329 0.754 0.751 0.274 -0.054 0.032
H 0.043 1.143 1.822 -0.101 -0.164 -0.093
O -0.375 1.946 -3.479 0.068 -0.641 0.465
H 0.359 2.143 -4.066 0.207 0.063 -0.074

***

[3]
35
Properties=species:S:1:pos:R:3:forces:R:3 method="wB97M-V/def2-TZVPD" homo_lumo_gap_ha=0.3290 e_above_lowest_kj_mol=953.8 charge=0
C -0.333 0.162 -2.570 4.316 1.035 -1.687
N -1.184 0.288 -1.484 0.801 -4.462 -0.199
C -1.456 -0.779 -0.640 2.183 0.283 1.068
C -0.628 -2.108 -0.725 -2.739 3.158 10.910
C 0.787 -2.141 -0.098 -0.263 -1.725 -13.652
C 0.825 -1.833 1.153 2.661 1.400 15.217
C 2.327 -1.728 1.804 -2.784 5.614 -13.653
C 3.058 -0.309 1.201 -4.706 -1.958 0.492
N 4.358 -0.418 1.807 1.428 3.889 -2.197
N -2.114 -0.360 0.412 0.017 1.441 -1.097
C -2.294 1.087 0.131 -3.358 -6.298 6.956
C -3.155 1.805 0.987 -0.036 0.269 -0.270
C -3.296 3.064 0.609 1.322 4.096 -6.042
C -2.631 3.461 -0.895 0.746 -5.969 4.708
C -1.818 2.565 -1.581 -3.999 3.228 3.947
C -1.771 1.360 -1.001 2.103 0.927 -2.609
H -0.139 -0.893 -2.947 -0.408 1.370 0.902
H 0.792 0.731 -2.405 -2.791 -1.745 -0.106
H -0.709 0.729 -3.392 -0.382 0.247 -0.875
H -0.777 -2.580 -1.509 -0.945 -4.342 -7.569
H -1.259 -2.674 0.147 1.078 0.727 -2.215
H 1.292 -1.474 -0.892 0.149 0.077 1.742
H 1.303 -3.081 -0.491 -0.878 0.547 1.255
H 0.500 -2.677 1.992 -0.319 1.538 -2.630
H 0.310 -0.884 1.584 0.508 -1.505 -1.368
H 3.046 -2.302 1.413 2.041 -3.349 -1.634
H 2.350 -1.783 2.698 -0.034 -0.062 11.658
H 3.026 -0.322 -0.112 0.463 0.047 4.250
H 2.284 0.541 1.607 2.143 -1.356 -1.219
H 4.713 0.538 1.401 0.558 -2.283 1.873
H 4.378 -0.413 2.841 -0.412 0.355 -0.979
H -3.769 1.398 1.779 0.619 -0.400 0.188
H -3.856 3.963 0.895 -0.065 -1.033 0.722
H -2.731 4.363 -1.246 -0.895 5.014 -1.573
H -1.430 2.705 -2.471 1.877 1.223 -4.314

***

[4]
13
Properties=species:S:1:pos:R:3:forces:R:3 method="wB97M-V/def2-TZVPD" homo_lumo_gap_ha=0.3924 e_above_lowest_kj_mol=349.1 charge=0
O 1.810 0.770 0.393 0.050 -0.003 0.099
C 0.887 0.252 -0.519 0.117 -0.225 -0.542
C 0.317 -1.169 -0.198 0.113 -0.250 0.080
C -1.053 -0.530 0.128 -0.135 -0.190 -0.277
N -0.756 0.490 1.133 0.740 0.648 -0.501
C -0.527 0.741 -0.352 0.284 0.211 -0.583
H 1.375 0.683 1.261 0.061 0.141 -0.274
H 1.281 0.405 -1.520 0.226 -0.306 -0.028
H 0.831 -1.722 0.592 -0.111 0.016 -0.054
H 0.260 -1.762 -1.114 -0.044 -0.024 0.195
H -2.021 -0.983 -0.065 0.093 0.188 0.236
H -1.227 1.383 1.093 -1.910 -0.358 1.315
H -1.138 1.476 -0.883 0.515 0.152 0.332

***

[5]
36
Properties=species:S:1:pos:R:3:forces:R:3 method="wB97M-V/def2-TZVPD" spin_multiplicity=2 s_squared=0.758 homo_lumo_gap_ha="0.2969 / 0.1408" e_above_lowest_kj_mol=273.0 charge=+1
O 2.228 0.451 -0.372 -0.308 -0.189 1.681
C 1.989 -0.110 0.659 -0.135 0.983 -1.797
C 1.802 -1.623 0.482 -0.266 -3.374 0.476
N 0.463 -2.241 0.415 3.517 1.161 0.790
H 2.003 0.249 1.684 -0.150 0.717 0.170
H 2.469 -1.891 -0.327 -0.187 -0.262 -0.498
H 2.416 -1.980 1.417 -1.228 0.280 -0.945
H 0.322 -3.246 0.231 0.308 0.613 -0.641
H 0.020 -1.957 1.249 -1.577 0.204 0.981
H -2.841 0.212 -1.284 -0.960 1.092 0.095
H -2.118 -0.887 -0.921 -0.113 -0.507 1.089
O -2.745 -0.290 -0.466 1.023 -0.633 -1.391
H 1.630 -2.566 -1.985 0.082 2.087 3.097
H 2.190 -3.651 -2.693 7.044 -7.837 0.607
O 1.632 -3.034 -2.752 -7.162 5.623 -3.888
H -0.558 2.741 -0.356 -1.217 -1.773 -1.422
H -1.585 1.526 -0.182 1.486 1.373 -2.445
O -1.037 2.008 -0.923 -1.095 -0.272 3.964
H -2.443 -1.324 2.407 -0.305 5.151 -3.875
H -1.483 -2.051 3.183 -3.768 -0.252 0.042
O -2.527 -1.996 2.961 4.182 -5.438 4.257
H -0.871 2.188 -2.657 -1.817 -0.980 3.962
H -1.058 3.068 -3.819 -3.756 4.491 -2.487
O -0.566 2.451 -3.455 5.694 -3.410 -1.838
H -0.421 1.791 2.858 -0.049 -1.075 3.355
H -1.686 1.367 3.569 3.771 -0.306 1.483
O -0.618 1.402 3.831 -3.427 1.319 -4.930
H -3.703 0.309 2.313 2.375 0.548 -0.397
H -2.563 0.435 1.271 0.021 -0.185 -2.986
O -2.706 0.493 2.175 -2.840 0.149 3.133
H 1.235 3.355 -0.612 -0.526 0.123 1.271
H 1.228 3.594 0.915 2.596 1.585 3.297
O 0.712 3.334 0.232 -1.157 -1.044 -4.226
H 2.638 -0.096 -2.724 2.823 -1.550 -0.682
H 3.084 -1.329 -3.400 -2.360 -4.566 -3.554
O 3.470 -0.704 -2.921 -0.518 6.155 4.251

***

[6]
43
Properties=species:S:1:pos:R:3:forces:R:3 method="wB97M-V/def2-TZVPD" homo_lumo_gap_ha=0.2967 charge=0
C 4.693 2.124 -1.369 -0.794 0.722 -0.172
O 4.011 0.866 -1.566 -0.288 0.377 0.947
C 2.763 0.808 -0.969 -0.307 -0.245 0.444
C 2.602 0.236 0.334 0.639 -0.084 -0.665
O 3.738 -0.168 1.028 -0.971 -0.144 -0.267
C 4.174 -1.502 0.652 0.050 0.153 -0.172
C 1.294 0.058 0.821 -0.119 0.084 -0.523
O 1.131 -0.465 2.099 -0.667 0.115 -0.337
C -0.129 -0.689 2.598 -1.935 -1.596 2.174
O -0.319 -1.145 3.720 1.782 0.829 -1.526
C -1.345 -0.485 1.779 -0.249 1.064 -2.001
C -2.691 -0.721 2.184 -0.559 -0.592 1.063
O -3.039 -1.286 3.390 0.405 0.018 -0.152
C -3.122 -2.721 3.308 0.995 0.312 0.707
C -3.770 -0.390 1.355 1.462 0.249 -0.518
C -3.545 0.096 0.083 0.772 0.297 -0.330
C -2.252 0.332 -0.353 0.147 0.282 -0.094
O -2.107 0.936 -1.588 0.621 0.266 0.107
C -0.887 1.460 -1.917 1.170 2.502 -3.008
O -0.761 2.325 -2.799 -1.488 -2.263 1.983
C 0.329 0.993 -1.258 0.755 -0.694 1.490
C 1.647 1.231 -1.714 0.315 -0.311 -0.643
O 1.942 1.757 -2.944 -0.629 -0.270 0.255
C 1.711 0.841 -4.029 -1.052 0.647 -0.180
C 0.183 0.372 -0.003 0.480 -0.067 0.744
C -1.153 0.072 0.486 -0.662 -0.179 0.183
O -4.713 0.328 -0.583 0.695 -0.267 0.370
C -5.714 0.118 0.404 -0.707 -0.304 -0.302
O -5.106 -0.455 1.570 -0.330 -0.366 0.022
H 5.752 2.007 -1.323 0.711 -0.731 0.093
H 4.514 2.807 -2.206 -0.340 -0.210 -0.015
H 4.383 2.640 -0.453 -0.124 -0.335 -0.059
H 3.364 -2.226 0.763 -0.098 0.110 0.063
H 5.000 -1.819 1.311 -0.384 0.515 -0.282
H 4.496 -1.488 -0.400 0.037 -0.035 0.309
H -4.068 -2.983 2.891 -0.722 -0.413 -0.385
H -2.994 -3.162 4.307 -0.260 0.495 -0.196
H -2.294 -3.107 2.719 0.000 -0.046 -0.269
H 0.777 0.248 -3.924 0.420 0.498 0.162
H 1.629 1.437 -4.950 0.093 -0.169 0.408
H 2.536 0.173 -4.085 0.798 -0.655 -0.140
H -6.506 -0.519 -0.018 0.455 -0.159 0.322
H -6.153 1.068 0.647 -0.118 0.601 0.391

***

Per-record calculated total energy, a.u.: -10398.30453; -1340.62059; -670.69794; -286.49870; -896.60789; -1484.74227